(1)
DFT (ωB97M-V with the def2-TZVPD basis set) results for a structure of composition C26H30N10O2SSe3TbTe in a non-equilibrium geometry.

As for the energy relative to the best compared isomer or geometry (same formula, charge and spin): 68.0 kcal per mole. The value obtained for the LUMO energy (alpha / beta) is -3.73 / -3.74 eV. Its spin multiplicity is 7. Its total charge is +1. The expectation value of S² is 12.062. The calculation puts the total energy at -10401.6213 Eh.

The geometry in XYZ format:
```
74
Properties=species:S:1:pos:R:3:forces:R:3
Tb 12.264 8.277 11.105 0.8 -0.6 1.0
Se 15.146 8.662 10.795 -0.3 -0.6 0.0
Se 14.519 6.813 9.470 -0.2 0.5 -0.3
Te 14.279 4.692 10.802 0.7 -0.3 -0.4
Se 12.707 5.534 12.451 -0.7 0.5 0.1
O 4.909 6.428 11.475 1.2 -0.7 0.9
C 4.977 7.460 10.644 0.7 0.7 -1.2
O 4.150 7.698 9.826 -1.1 -0.1 -0.3
C 6.220 8.294 10.689 -0.2 0.2 2.0
C 6.901 8.592 9.542 0.7 0.2 -1.2
C 8.146 9.248 9.626 -0.3 -0.5 0.1
C 8.694 9.616 10.837 -1.1 0.0 0.4
C 7.901 9.437 11.997 0.4 0.2 0.8
C 6.680 8.778 11.948 0.8 -0.7 -0.9
N 10.046 10.030 10.959 1.0 -1.0 0.6
C 10.397 11.235 10.967 -2.5 2.0 -0.4
C 11.709 11.766 11.346 0.4 -2.0 0.0
C 12.035 13.071 11.216 -1.4 1.9 -0.3
C 13.295 13.512 11.523 -0.2 0.9 0.5
C 14.186 12.605 11.957 1.3 0.3 0.9
C 13.822 11.274 12.051 -0.1 0.2 0.4
N 12.592 10.845 11.790 0.6 0.0 -0.7
H 5.831 6.261 11.804 -1.1 0.0 -0.1
H 6.531 8.259 8.543 0.2 0.3 1.1
H 8.749 9.382 8.760 0.3 0.1 -0.7
H 8.282 9.735 12.998 -0.1 -0.1 -0.9
H 6.212 8.453 12.888 -0.1 0.5 -0.5
H 9.604 12.000 10.689 1.0 -0.5 0.4
H 11.249 13.788 11.004 0.0 -0.1 -0.4
H 13.612 14.540 11.636 -0.5 0.3 -0.6
H 15.091 13.060 12.372 0.2 -1.0 -0.4
H 14.583 10.607 12.390 0.0 -0.8 0.3
N 8.835 6.456 13.606 0.9 1.0 -0.6
C 9.939 7.230 13.564 -1.2 0.4 1.6
N 10.284 7.381 12.325 1.1 0.5 -0.4
C 9.386 6.648 11.620 0.5 0.4 -0.7
N 8.474 6.142 12.371 -1.6 -1.7 -0.1
C 9.567 6.405 10.181 -0.2 -0.4 -0.2
C 8.712 5.569 9.403 -0.4 0.4 2.1
N 9.002 5.268 8.186 0.5 0.0 -2.7
C 10.072 5.834 7.602 0.9 1.8 1.8
C 10.911 6.694 8.351 0.1 -1.4 0.0
N 10.687 6.920 9.664 -0.4 -0.1 -0.7
H 8.257 6.246 14.377 -0.5 -0.4 0.8
H 10.264 7.757 14.472 0.4 -0.5 -0.7
H 7.759 5.134 9.789 1.0 0.4 0.1
H 10.340 5.794 6.562 -0.5 -0.9 -0.4
H 11.886 7.059 7.949 -0.9 -0.5 0.3
C 10.961 10.074 5.657 0.4 0.4 0.0
C 12.058 10.324 6.764 -1.1 -0.4 -1.5
C 12.188 11.827 7.094 0.2 0.3 -1.0
C 13.387 9.628 6.329 -0.6 1.4 0.4
N 11.456 9.665 7.935 1.1 -1.3 1.5
N 12.487 9.571 9.020 -0.2 0.3 -1.7
H 11.183 10.568 4.697 0.2 -0.3 0.4
H 9.993 10.459 5.964 0.0 0.3 0.3
H 10.765 9.009 5.482 0.5 0.0 0.0
H 12.722 12.400 6.308 -0.4 -0.6 0.1
H 12.862 11.946 7.941 -0.3 0.1 0.4
H 11.198 12.332 7.222 0.8 -0.6 0.2
H 13.694 9.859 5.335 -0.1 0.5 -0.8
H 13.306 8.582 6.359 -0.4 -1.7 0.1
H 14.239 9.862 6.937 0.5 0.4 0.5
H 11.310 8.640 7.748 0.0 1.9 -0.3
H 12.466 10.445 9.532 0.0 0.3 -0.3
H 13.408 9.567 8.529 -0.7 -0.3 1.0
S 13.719 8.362 16.045 0.0 -0.3 -0.3
C 12.446 9.489 15.878 0.0 0.0 0.4
C 12.116 9.532 14.586 -2.4 1.4 -1.7
N 12.754 8.716 13.682 -0.4 0.2 0.4
C 13.614 8.027 14.347 2.3 -1.3 0.8
H 11.901 10.045 16.634 0.6 -0.2 0.1
H 11.265 10.146 14.220 0.8 -0.4 0.2
H 14.334 7.285 13.933 -0.8 0.7 0.1
```
Forces are in eV/Å.

Results of the Mulliken charge analysis, in e, for atoms 1 through 8: 0.8530 -0.2538 -0.4421 -0.0667 -0.4348 -0.5272 0.3980 -0.5133

---

(2)
DFT (ωB97M-V with the def2-TZVPD basis set) results for the molecule C26H30N2O2.

As for the energy relative to the best compared isomer or geometry (same formula, charge and spin): 0.0 kcal per mole. The value obtained for the LUMO energy is 0.67 eV. Its spin multiplicity is 1. As for the SMILES: COc1ccc2cc([C@H](C)C(=O)N(C)Cc3ccccc3N3CCCC3)ccc2c1. The calculation puts the total energy at -1268.7636 Eh.

The geometry in XYZ format:
```
60
Properties=species:S:1:pos:R:3:forces:R:3
C -3.315 -4.747 -1.147 0.0 -0.2 0.1
H -3.768 -4.879 -0.159 0.0 0.0 0.0
O -3.528 -3.449 -1.643 0.0 0.4 -0.1
C -3.017 -2.398 -0.939 0.1 -0.1 0.2
C -2.300 -2.492 0.228 -0.2 -0.4 -0.3
C -1.806 -1.333 0.859 -0.1 0.4 -0.1
C -1.079 -1.395 2.065 0.0 0.1 0.2
C -0.590 -0.261 2.643 -0.2 -0.2 -0.1
C -0.788 1.006 2.057 -0.3 0.1 -0.2
C -1.521 1.090 0.901 0.1 0.1 0.3
C -2.042 -0.062 0.281 0.1 -0.3 0.2
C -2.800 0.005 -0.908 -0.2 -0.2 -0.2
C -3.275 -1.127 -1.502 0.0 0.1 0.0
H -3.853 -1.090 -2.412 -0.1 0.0 -0.1
H -2.998 0.972 -1.348 0.0 0.1 -0.1
H -1.717 2.042 0.431 0.0 0.2 0.0
C -0.216 2.196 2.781 0.0 0.2 0.1
C 1.296 2.119 3.044 -0.5 0.0 0.2
O 1.712 2.332 4.171 0.0 0.1 0.3
N 2.144 1.900 2.014 0.4 -0.1 -0.2
C 3.568 2.011 2.266 0.1 0.1 0.2
H 3.724 2.070 3.341 0.1 0.0 -0.1
H 4.099 1.150 1.861 0.0 0.0 0.0
H 3.959 2.921 1.800 0.0 0.0 0.0
C 1.797 1.543 0.658 -0.2 0.0 -0.2
C 1.738 0.047 0.398 0.2 0.1 0.0
C 2.139 -0.829 1.393 0.2 -0.1 -0.1
C 2.016 -2.201 1.261 0.1 -0.1 0.0
C 1.436 -2.708 0.117 0.1 0.0 0.1
C 1.034 -1.855 -0.891 0.0 0.0 -0.2
C 1.203 -0.468 -0.802 0.1 -0.3 0.3
N 0.778 0.345 -1.840 -0.2 0.1 -0.2
C 1.544 1.493 -2.316 0.2 0.4 0.0
H 1.231 2.404 -1.795 0.2 0.0 0.0
H 2.618 1.350 -2.160 0.0 0.0 0.1
C 1.208 1.624 -3.804 -0.1 0.0 0.1
H 1.928 1.071 -4.409 0.0 0.0 0.0
H 1.203 2.661 -4.132 0.1 0.0 0.0
C -0.159 0.956 -3.890 0.1 -0.2 0.0
H -0.425 0.649 -4.899 -0.1 0.0 0.0
H -0.932 1.620 -3.503 -0.1 0.0 0.0
C 0.035 -0.226 -2.951 -0.2 -0.1 -0.1
H -0.904 -0.651 -2.593 0.1 -0.1 -0.1
H 0.609 -1.007 -3.473 0.0 0.0 0.0
H 0.580 -2.285 -1.768 -0.1 0.0 -0.1
H 1.297 -3.773 -0.002 0.0 -0.1 0.0
H 2.343 -2.854 2.055 0.0 -0.1 0.1
H 2.529 -0.436 2.318 0.0 0.1 0.1
H 2.553 2.010 0.018 -0.2 0.0 0.0
H 0.826 1.962 0.398 0.1 0.1 -0.1
C -0.536 3.567 2.178 0.0 -0.2 0.1
H -0.114 3.691 1.183 0.0 0.0 -0.1
H -0.122 4.343 2.819 0.0 0.1 0.0
H -1.613 3.709 2.123 -0.1 0.0 -0.1
H -0.649 2.187 3.791 0.2 0.0 -0.2
H -0.036 -0.318 3.569 0.1 -0.1 0.1
H -0.911 -2.359 2.524 0.0 -0.1 0.0
H -2.091 -3.445 0.690 0.0 -0.1 0.0
H -3.795 -5.418 -1.857 0.0 0.0 0.1
H -2.247 -4.983 -1.090 0.0 0.0 0.0
```
Forces are in eV/Å.

Results of the Mulliken charge analysis, in e, for atoms 1 through 8: -0.8329 0.3292 -0.4797 1.1597 -0.5603 0.4935 -0.7867 -1.1126

---

(3)
DFT (ωB97M-V with the def2-TZVPD basis set) results for the molecule C26H30N4O4S in a non-equilibrium geometry.

As for the energy relative to the best compared isomer or geometry (same formula, charge and spin): 21.1 kcal per mole. The value obtained for the LUMO energy is 0.38 eV. Its spin multiplicity is 1. As for the SMILES: CC(C)(C)NC(=O)[C@H](c1ccc(O)cc1)N(Cc1ccccc1)C(=O)CCC(=O)Nc1nccs1. The calculation puts the total energy at -1927.0155 Eh.

The geometry in XYZ format:
```
65
Properties=species:S:1:pos:R:3:forces:R:3
C -4.374 -2.978 -0.082 0.1 0.1 -0.1
H -4.976 -2.574 0.729 -0.1 0.0 0.1
H -4.968 -3.699 -0.636 -0.1 -0.1 -0.1
H -3.511 -3.483 0.341 0.0 -0.1 0.0
C -3.909 -1.854 -1.010 -0.1 -0.3 0.0
N -3.103 -0.908 -0.237 -0.5 0.1 0.0
C -1.922 -1.191 0.320 -0.1 0.5 0.5
O -1.422 -2.295 0.410 0.2 -0.4 0.0
C -1.206 0.004 1.017 -0.1 -0.2 -0.3
N 0.123 0.123 0.434 -0.4 0.0 0.4
C 0.230 -0.003 -0.909 0.5 0.0 -0.2
O -0.758 -0.083 -1.618 -0.1 0.1 -0.3
C 1.621 -0.082 -1.518 -0.1 0.1 0.0
H 2.388 -0.322 -0.788 0.0 0.0 -0.1
C 1.979 1.205 -2.279 -0.2 -0.1 -0.2
C 2.220 2.355 -1.346 0.1 -0.1 -0.3
O 1.426 3.239 -1.123 -0.2 0.1 0.0
N 3.439 2.397 -0.686 -0.1 0.7 0.4
C 4.497 1.534 -0.703 1.1 -0.2 0.5
N 4.604 0.442 -1.371 -0.8 0.2 -0.4
C 5.780 -0.185 -1.129 0.7 0.0 0.4
C 6.607 0.434 -0.253 -0.1 0.0 -0.1
S 5.894 1.896 0.319 -0.5 -0.3 -0.5
H 7.575 0.133 0.089 0.2 -0.1 0.0
H 5.978 -1.113 -1.632 0.1 -0.2 0.0
H 3.549 3.212 -0.092 -0.2 -0.1 -0.2
H 2.879 1.023 -2.865 -0.1 0.0 0.0
H 1.148 1.471 -2.934 0.1 0.1 0.1
H 1.577 -0.892 -2.248 0.0 0.0 0.1
C 1.226 0.422 1.320 0.3 0.1 0.0
C 2.199 -0.719 1.524 0.0 -0.1 0.1
C 3.494 -0.438 1.942 -0.1 0.0 0.0
C 4.409 -1.458 2.123 0.1 0.0 0.0
C 4.035 -2.771 1.892 0.1 -0.1 0.0
C 2.741 -3.057 1.493 0.0 0.0 0.0
C 1.822 -2.038 1.310 0.0 0.1 0.0
H 0.815 -2.269 0.992 -0.1 0.0 -0.1
H 2.442 -4.080 1.319 0.0 -0.1 0.0
H 4.751 -3.568 2.027 0.1 -0.1 0.0
H 5.415 -1.227 2.443 0.1 0.0 0.0
H 3.784 0.587 2.129 0.0 0.1 0.0
H 0.802 0.703 2.290 0.0 0.1 -0.2
H 1.766 1.302 0.952 0.0 -0.1 0.2
C -1.986 1.293 1.028 0.0 0.1 0.2
C -1.612 2.403 0.284 -0.1 -0.2 0.1
C -2.367 3.561 0.321 -0.2 0.1 0.1
C -3.512 3.631 1.103 0.3 -0.2 -0.1
C -3.891 2.524 1.859 -0.1 0.3 0.0
C -3.131 1.374 1.819 0.2 0.1 -0.1
H -3.429 0.519 2.409 -0.1 -0.1 0.1
H -4.777 2.590 2.470 -0.1 0.0 0.1
O -4.283 4.750 1.165 -0.1 0.1 0.0
H -3.905 5.436 0.601 0.0 -0.1 0.1
H -2.057 4.417 -0.263 0.0 0.1 -0.1
H -0.726 2.385 -0.330 0.1 0.0 -0.1
H -1.072 -0.339 2.052 0.0 0.0 -0.2
H -3.302 0.069 -0.393 0.1 -0.1 0.0
C -3.080 -2.419 -2.166 0.0 0.1 0.1
H -2.264 -3.018 -1.772 0.1 -0.1 0.0
H -3.699 -3.038 -2.810 -0.1 -0.1 -0.1
H -2.653 -1.604 -2.745 0.0 0.1 -0.1
C -5.109 -1.076 -1.546 0.2 -0.1 0.1
H -4.778 -0.288 -2.220 0.0 0.1 -0.1
H -5.669 -0.627 -0.728 -0.1 0.1 0.1
H -5.771 -1.741 -2.093 -0.1 -0.1 -0.1
```
Forces are in eV/Å.

Results of the Mulliken charge analysis, in e, for atoms 1 through 8: -1.6606 0.3560 0.4719 0.3360 1.3361 0.1421 -0.2208 -0.7546